(1)
The following is a DFT calculation (wB97M-V/def2-TZVPD) of a structure of composition C6H15N2 in a non-equilibrium geometry.

## Properties
LUMO energy: -7.34 eV
Highest occupied orbital energy: -0.4843 Eh
Max |F|: 0.1395 Eh/bohr
HOMO-LUMO gap: 5.84 eV
E: -9433.6490 eV

ORCA input file:
```
! RIJCOSX wB97M-V def2-TZVPD def2/J DEFGRID3
* xyz 1 1
C 1.33663 2.05928 0.18773
C 0.55254 1.06518 1.03498
C -0.46021 0.19871 0.32811
C -1.76596 0.65737 0.28076
N -2.82738 0.00726 -0.31687
C 0.00648 -0.96884 -0.48117
C 0.18458 -2.31733 0.24354
N 2.42946 -0.53187 -1.02305
H 0.89592 2.11770 -0.80332
H 1.38604 3.07078 0.58513
H -0.05136 1.59350 1.82731
H 1.11609 0.35624 1.67369
H -2.00106 1.46102 0.97142
H -2.78873 0.03856 -1.33299
H -3.72644 0.35827 -0.00845
H -0.82395 -1.02268 -1.19677
H 1.21551 -0.71668 -0.83292
H 1.14515 -2.19274 0.76348
H 0.21938 -3.19187 -0.41466
H -0.57807 -2.57748 0.98134
H 2.33816 1.70217 -0.03736
H 2.76210 -0.88579 -1.91654
H 3.18058 -0.63728 -0.34345
*
```

=====

(2)
The following is a DFT calculation (wB97M-V/def2-TZVPD) of a cluster of 2 separate species, C6H15N2O2P in total in a non-equilibrium geometry.

## Properties
LUMO energy (spin up / spin down): 0.08 / 0.08 eV
Highest occupied orbital energy (spin up / spin down): -0.3024 / -0.3023 Eh
Max |F|: 0.1037 Eh/bohr
HOMO-LUMO gap (spin up / spin down): 8.30 / 8.30 eV
E: -22827.3220 eV

ORCA input file:
```
! RIJCOSX wB97M-V def2-TZVPD def2/J DEFGRID3
* xyz 0 1
C 1.40538 1.08168 2.24453
C 0.36999 0.07553 2.73473
C 0.78311 1.83666 1.01302
C 0.09315 -1.01908 1.72281
C 0.75417 0.78112 -0.11737
C -0.14837 -0.41232 0.24854
N -2.57372 -1.75719 -2.65393
N -0.05252 -0.68886 -3.72293
O -1.68092 0.57234 -2.19957
O -0.01287 -1.37483 -0.64980
P -1.30038 -0.90230 -2.65705
H 1.53102 1.73860 3.17278
H 2.27330 0.66657 1.85614
H 0.61199 -0.43893 3.63136
H -0.61784 0.51827 2.93525
H -0.14205 2.27187 1.36358
H 1.54319 2.56107 0.74308
H 0.90996 -1.66170 1.61297
H -0.69014 -1.73970 1.80677
H 0.29735 1.24912 -1.09242
H 1.64915 0.43161 -0.44065
H -1.11776 -0.02730 0.35776
H -2.45554 -2.76461 -2.90632
H 0.64842 -0.08932 -3.08000
H 0.52027 -1.48099 -4.04610
H -2.59835 0.57271 -1.87719
*
```

=====

(3)
The following is a DFT calculation (wB97M-V/def2-TZVPD) of the ion C6H15N3 with charge +2 in a non-equilibrium geometry.

## Properties
LUMO energy: -8.06 eV
Highest occupied orbital energy: -0.6918 Eh
SMILES string: C[C@@H]1N(C)C=[N+](C)[N@H+]1C
Max |F|: 0.1092 Eh/bohr
HOMO-LUMO gap: 10.77 eV
E: -10914.8169 eV

ORCA input file:
```
! RIJCOSX wB97M-V def2-TZVPD def2/J DEFGRID3
* xyz 2 1
C 0.05496 -1.44644 0.00858
C -0.77929 0.65470 -0.18807
C -1.59652 1.24602 1.08912
C -2.39422 -1.35017 -0.69449
C 2.46879 -1.17455 0.45382
C 1.46713 1.54194 -0.78545
N -1.03072 -0.78629 -0.29304
N 1.13949 -0.72219 0.21449
N 0.66070 0.81254 0.13723
H 0.33598 -2.51308 -0.16150
H -1.00169 1.21089 -1.10198
H -2.02776 2.17362 1.06302
H -0.83498 1.36141 1.95254
H -2.44808 0.67299 1.52548
H -2.43595 -2.35818 -0.46907
H -3.14848 -0.83722 -0.05443
H -2.69582 -1.10461 -1.74249
H 2.67320 -1.79021 1.29673
H 3.14986 -0.42338 0.07034
H 2.71283 -1.96242 -0.28659
H 1.26092 1.43489 -1.79110
H 1.33049 2.60694 -0.79121
H 2.43237 1.54240 -0.44575
H 0.70681 1.21041 0.99382
*
```

=====

Summary of energy above the lowest of the compared OMol25 structures with the same formula, charge and spin in kJ/mol
610.06, 221.33, 430.45
(order as listed above)
Summary of molar mass in g/mol
115.2, 178.2, 129.2
(order as listed above)